DFT (ωB97M-V/def2-TZVPD) results for a molecular structure, C27H38BHoN7O6.

Last column: Löwdin spin population.
Cartesian coordinates (Å):
Ho -0.2640 -0.4801 0.8662  4.022
O 2.0645 -3.3569 3.6412  0.000
C 1.0771 -2.8702 2.9266  0.000
O 1.2010 -1.9199 2.1744  -0.003
C -0.2185 -3.5968 3.1409  0.000
O -1.1405 -3.1415 2.1848  0.000
C -2.4057 -2.7081 2.7242  0.000
C -2.0645 -1.3161 3.1995  0.000
O -1.7084 -1.1451 4.3624  0.000
O -1.9606 -0.4490 2.2433  -0.004
H 2.8686 -2.8337 3.4910  0.000
H -0.5398 -3.3955 4.1656  0.000
H -0.0463 -4.6703 3.0342  0.000
H -2.7496 -3.3648 3.5191  0.000
H -3.1027 -2.6987 1.8911  0.000
C 3.7039 -0.2322 0.8512  0.000
C 2.9185 0.1613 -0.3598  0.000
C 3.3826 0.8503 -1.4808  0.000
C 2.3185 0.8868 -2.3623  0.000
C 2.2662 1.4710 -3.7358  0.000
N 1.2709 0.2841 -1.7718  0.000
N 1.6344 -0.1558 -0.5292  -0.004
B 0.0053 -0.2598 -2.4907  0.000
N -0.1142 -1.7651 -2.2238  0.000
N -0.4391 -2.2929 -0.9987  -0.004
C -0.6033 -3.6092 -1.2130  0.000
C -0.9619 -4.6461 -0.1949  0.000
C -0.3781 -3.9144 -2.5549  0.000
C -0.0740 -2.7187 -3.1667  0.000
C 0.2592 -2.4666 -4.6031  0.000
N -1.3100 0.4266 -2.0580  0.000
N -1.8061 0.3668 -0.7815  -0.005
C -2.9850 1.0068 -0.7974  0.000
C -3.8549 1.2234 0.3975  0.000
C -3.2493 1.4657 -2.0881  0.000
C -2.1736 1.0742 -2.8592  0.000
C -1.9508 1.2964 -4.3209  0.000
H 4.3624 0.5784 1.1586  0.000
H 4.3290 -1.0969 0.6219  0.000
H 3.0609 -0.4973 1.6845  0.000
H 4.3734 1.2427 -1.6460  0.000
H 3.1743 2.0409 -3.9188  0.000
H 1.4108 2.1376 -3.8526  0.000
H 2.1890 0.6950 -4.4988  0.000
H 0.1441 -0.0709 -3.6590  0.000
H -1.8992 -4.4221 0.3074  0.000
H -0.1866 -4.7608 0.5618  0.000
H -1.0714 -5.6008 -0.7067  0.000
H -0.4309 -4.8889 -3.0149  0.000
H 0.2985 -3.4178 -5.1299  0.000
H 1.2281 -1.9758 -4.7096  0.000
H -0.4879 -1.8376 -5.0883  0.000
H -3.4761 0.7216 1.2788  0.000
H -4.8622 0.8597 0.1908  0.000
H -3.9332 2.2910 0.6109  0.000
H -4.1216 2.0081 -2.4193  0.000
H -2.7552 1.9143 -4.7149  0.000
H -1.9439 0.3535 -4.8698  0.000
H -1.0021 1.7979 -4.5147  0.000
O 0.3435 0.3901 3.4163  -0.001
C 0.0813 1.7186 3.9012  0.000
C 1.3726 2.4963 3.8514  0.000
C 1.9607 2.4378 2.4430  0.000
C 1.0660 3.0976 1.4313  0.000
C 1.0132 4.4880 1.3965  0.000
C 0.2578 5.1267 0.4360  0.000
C -0.4121 4.3452 -0.4918  0.000
C -0.3278 2.9734 -0.3827  0.000
N 0.3676 2.3317 0.5744  -0.002
H -0.2834 -0.1781 3.9062  0.000
H -0.2947 1.6576 4.9218  0.000
H -0.6899 2.1937 3.2877  0.000
H 2.0825 2.0784 4.5677  0.000
H 1.1761 3.5309 4.1428  0.000
H 2.1115 1.4017 2.1648  0.000
H 2.9359 2.9266 2.4206  0.000
H 1.5919 5.0539 2.1173  0.000
H 0.2092 6.2079 0.3974  0.000
H -0.9950 4.7845 -1.2904  0.000
H -0.8367 2.3599 -1.1053  0.000

HOMO-LUMO gap (alpha / beta) in hartree: 0.3426 / 0.3427
HOMO level (alpha / beta) in eV: -11.26 / -11.26
LUMO (alpha / beta) in hartree: -0.071 / -0.071
<S²>: 6.00
Net charge: +1
Multiplicity: 5

***

DFT (ωB97M-V/def2-TZVPD) results for 4 unconnected molecules or ions with the total composition C27H38Cl2N5O3.

Last column: Mulliken charge in e.
Cartesian coordinates (Å):
C -3.3752 -1.3944 -6.7912  -1.251
C -3.0331 -0.5672 -5.5404  -0.270
C -2.9377 -1.4405 -4.2774  -0.477
O -3.5971 -0.8277 -3.1540  -0.439
C -2.7793 -0.0211 -2.4205  0.044
C -3.6460 0.8982 -1.5949  -0.917
N -2.6973 1.7302 -0.8046  0.139
C -1.8637 0.9216 0.1759  0.733
Cl -0.7567 2.1318 0.8331  -0.061
C -2.7425 0.2716 1.2366  -1.508
C -3.9719 1.0459 1.7385  0.177
C -3.6743 2.4070 2.3725  -1.381
O -4.6199 0.2044 2.6788  -0.554
C -1.1319 -0.1560 -0.6924  1.012
Cl 0.1490 0.6277 -1.7085  -0.248
C -0.4288 -1.2115 0.1682  -0.315
C -0.3064 -2.4993 -0.3414  -0.647
C 0.3755 -3.4345 0.4341  -0.699
C 0.8656 -3.0193 1.6684  -0.774
C 0.6898 -1.7062 2.0829  -0.255
N 0.0532 -0.8006 1.3334  -0.064
O -2.0388 -0.8222 -1.4997  -0.451
H -4.4342 -1.3285 -7.0076  0.327
H -3.1083 -2.4362 -6.6466  0.373
H -2.8277 -1.0175 -7.6479  0.340
H -2.0865 -0.0517 -5.6762  0.292
H -3.8266 0.1492 -5.3542  0.251
H -3.4216 -2.3947 -4.4445  0.449
H -1.8982 -1.6497 -4.0275  0.274
H -2.1156 0.5396 -3.0890  0.430
H -4.2882 1.5116 -2.2156  0.624
H -4.2572 0.2671 -0.9609  0.218
H -3.1184 2.5418 -0.3497  0.466
H -2.0081 2.1153 -1.4642  0.479
H -3.0732 -0.7088 0.9033  0.268
H -2.1040 0.0940 2.0957  0.751
H -4.7068 1.1747 0.9446  0.314
H -4.4063 2.6090 3.1449  0.483
H -3.6865 3.2245 1.6545  0.320
H -2.7025 2.3985 2.8598  0.211
H -4.0462 0.1217 3.4473  0.386
H -0.6936 -2.7924 -1.3006  0.515
H 0.5187 -4.4444 0.0886  0.477
H 1.3922 -3.7137 2.3051  0.443
H 1.0579 -1.3744 3.0405  0.406
N 0.2943 0.8713 4.3493  0.057
C 1.5820 0.6697 4.7696  -0.171
C 1.6711 1.0916 6.0680  -0.316
C 0.3871 1.5655 6.4492  -0.835
C -0.4396 1.4185 5.3692  -0.392
H -0.0536 0.6585 3.4309  0.363
H 2.3212 0.2501 4.1096  0.161
H 2.5570 1.0676 6.6797  0.397
H 0.1061 1.9706 7.4063  0.405
H -1.4822 1.6563 5.2408  0.346
N 2.5409 -0.7186 -5.3818  0.021
C 2.3246 -0.1892 -4.1371  -0.193
C 3.5320 -0.1225 -3.4943  -0.248
C 4.5147 -0.6309 -4.3858  -0.624
C 3.8727 -0.9890 -5.5397  -0.462
H 1.8346 -0.8845 -6.0734  0.182
H 1.3390 0.0951 -3.8186  0.186
H 3.6954 0.2508 -2.4967  0.453
H 5.5714 -0.7208 -4.2004  0.401
H 4.2483 -1.4098 -6.4562  0.378
N 5.2252 0.0359 3.2454  0.042
C 6.2987 0.3987 2.4753  -0.524
C 7.1133 1.1876 3.2397  -0.401
C 6.5109 1.3041 4.5224  -0.554
C 5.3484 0.5843 4.4956  -0.230
H 4.4686 -0.5443 2.9388  0.168
H 6.3903 0.0635 1.4566  0.389
H 8.0406 1.6307 2.9185  0.399
H 6.8905 1.8532 5.3672  0.391
H 4.6048 0.4132 5.2546  0.326

HOMO-LUMO gap in hartree: 0.2523
HOMO level in eV: -9.77
LUMO in hartree: -0.107
Energy relative to the best compared isomer or geometry (same formula, charge and spin) in eV: 0.000
Net charge: +1

***

DFT (ωB97M-V/def2-TZVPD) results for 2 unconnected molecules or ions with the total composition C27H38N3 at a distorted geometry.

Last column: Mulliken charge in e.
Cartesian coordinates (Å):
C -4.8930 3.0259 3.1120  -1.513
C -4.0732 2.0227 2.3546  0.616
C -3.4232 0.9876 3.0283  -0.729
C -2.6739 0.0192 2.3562  1.222
C -2.0641 -1.0404 3.2317  -2.177
C -2.5305 0.0957 0.9543  0.003
C -1.7311 -0.9422 0.1599  0.214
C -2.3993 -2.3217 0.1766  -1.549
C -0.2295 -1.0332 0.5452  -1.262
C 0.4851 0.2374 0.4833  0.587
C 1.7732 0.5174 0.9697  0.427
C 2.2882 1.8586 0.8049  0.969
C 1.4450 2.9288 0.1816  -1.509
C 3.5713 2.1812 1.2192  -1.056
C 4.4016 1.2489 1.8457  0.486
C 5.7818 1.6313 2.2801  -1.394
C 3.9069 -0.0468 2.0421  -1.219
C 2.6376 -0.4398 1.6323  1.433
C 2.2364 -1.8457 1.9424  -1.408
C -3.1923 1.1333 0.2640  1.129
C -3.1168 1.2502 -1.2376  -1.437
C -3.9362 2.0808 0.9673  -0.941
H -5.3290 3.7595 2.4283  0.359
H -5.7106 2.5431 3.6615  0.338
H -4.2853 3.5633 3.8500  0.333
H -3.5106 0.9223 4.1141  0.457
H -1.7082 -1.9231 2.7021  0.250
H -1.2259 -0.6315 3.8175  0.335
H -2.8081 -1.3823 3.9669  0.511
H -1.7107 -0.6233 -0.8897  0.376
H -3.4240 -2.2306 -0.2095  0.456
H -1.8541 -3.0319 -0.4628  0.250
H -2.4585 -2.7427 1.1881  0.253
H -0.1236 -1.5010 1.5291  0.352
H 0.2544 -1.6581 -0.2278  0.520
H -0.1124 1.0825 0.1382  0.367
H 2.0168 3.8640 0.1391  0.443
H 1.1547 2.6727 -0.8473  0.201
H 0.5298 3.1293 0.7574  0.305
H 3.9381 3.1976 1.0534  0.414
H 6.2859 0.7845 2.7542  0.381
H 6.3904 1.9592 1.4268  0.344
H 5.7604 2.4640 2.9952  0.351
H 4.5482 -0.7791 2.5381  0.318
H 3.1179 -2.4021 2.2833  0.472
H 1.5094 -1.9045 2.7656  0.309
H 1.8440 -2.3725 1.0675  0.213
H -3.7116 2.1089 -1.5662  0.426
H -2.0902 1.4150 -1.5935  0.216
H -3.5160 0.3626 -1.7458  0.303
H -4.4274 2.8847 0.4111  0.264
C 1.6214 0.2523 -2.7879  -0.408
C 1.8155 -0.1628 -4.2536  -0.574
N 1.0638 -1.3835 -4.2875  0.084
C 0.8947 -2.4206 -5.2617  -0.601
C 0.1134 -3.4816 -4.4809  -0.590
N -0.0466 -2.9007 -3.1593  -0.097
C 0.5704 -1.6847 -3.0596  -0.097
N 0.8158 -0.7801 -2.1219  -0.005
H 2.5971 0.3615 -2.2939  0.264
H 1.1167 1.2287 -2.7346  0.100
H 1.4017 0.5665 -4.9556  0.273
H 2.8690 -0.3339 -4.4994  0.246
H 0.3283 -2.0651 -6.1247  0.298
H 1.8586 -2.8098 -5.6107  0.286
H -0.8586 -3.6711 -4.9421  0.343
H 0.6744 -4.4214 -4.4273  0.317
H -0.4436 -3.3732 -2.3578  0.153

HOMO-LUMO gap in hartree: 0.2148
HOMO level in eV: -10.59
LUMO in hartree: -0.174
Energy relative to the best compared isomer or geometry (same formula, charge and spin) in eV: 0.664
Net charge: +1